[1]
This record from OMol25 describes a structure of composition C26H29InN4O6S. The level of theory is ωB97M-V/def2-TZVPD.

The geometry in ORCA input format:
```
! RIJCOSX wB97M-V def2-TZVPD def2/J DEFGRID3
* xyz 2 1
In 0.449 0.366 -0.285
O -0.830 -1.766 6.527
C -0.838 -0.363 6.343
C -0.582 -0.104 4.884
C 0.184 0.969 4.456
C 0.372 1.144 3.099
N -0.148 0.330 2.177
C -0.902 -0.706 2.582
C -1.129 -0.947 3.924
C -1.518 -1.567 1.514
C -2.306 -2.657 1.828
C -2.919 -3.384 0.813
C -3.814 -4.549 1.172
O -3.288 -5.301 2.247
C -2.700 -2.999 -0.499
C -1.884 -1.910 -0.745
N -1.305 -1.206 0.232
H -1.023 -1.968 7.449
H -0.082 0.141 6.947
H -1.813 0.065 6.602
H 0.634 1.655 5.161
H 0.965 1.975 2.730
H -1.718 -1.792 4.250
H -2.461 -2.969 2.852
H -4.014 -5.159 0.290
H -4.771 -4.153 1.515
H -2.680 -5.966 1.909
H -3.153 -3.535 -1.323
H -1.680 -1.591 -1.760
O 0.244 0.879 -3.535
C -0.948 1.670 -3.603
C -0.681 3.146 -3.394
C -0.119 3.504 -2.007
C -1.163 3.365 -0.935
C -2.077 4.388 -0.707
C -3.108 4.203 0.194
C -3.214 2.987 0.854
C -2.259 2.027 0.602
N -1.243 2.205 -0.264
H 0.823 1.153 -4.255
H -1.599 1.284 -2.816
H -1.453 1.508 -4.557
H -1.620 3.687 -3.550
H 0.016 3.497 -4.161
H 0.235 4.535 -2.033
H 0.731 2.860 -1.774
H -1.977 5.320 -1.249
H -3.826 4.994 0.375
H -4.016 2.791 1.553
H -2.293 1.073 1.109
N 4.182 0.194 0.140
C 4.456 -0.279 -1.050
C 4.792 0.633 -2.112
C 4.990 0.169 -3.352
C 4.762 -1.238 -3.619
C 4.552 -2.173 -2.531
C 4.364 -1.696 -1.294
S 3.694 -1.529 -5.075
O 5.233 -1.791 -4.945
O 3.370 -0.378 -5.839
O 2.902 -2.704 -5.044
H 4.339 1.169 0.348
H 4.057 -0.426 0.927
H 4.887 1.691 -1.899
H 5.266 0.824 -4.170
H 4.505 -3.233 -2.748
H 4.148 -2.367 -0.472
*
```

LUMO level ... -7.4 eV
Molar mass ... 640.43 g mol⁻¹
Energy relative to the best compared isomer or geometry (same formula, charge and spin) ... 10.5 kcal/mol
Calculated total energy ... -61671.491 eV


[2]
This record from OMol25 describes the molecule C4H9NO2. The level of theory is ωB97M-V/def2-TZVPD.

The geometry in ORCA input format:
```
! RIJCOSX wB97M-V def2-TZVPD def2/J DEFGRID3
* xyz 0 1
C 1.567 1.295 0.453
C 0.762 0.019 0.229
O 1.111 -0.976 1.196
C -0.748 0.196 0.203
C -1.353 -1.096 -0.315
N -1.483 -1.080 -1.683
O -1.992 -1.835 0.401
H 1.077 2.263 0.695
H 2.055 1.218 1.415
H 2.291 1.407 -0.356
H 1.006 -0.389 -0.745
H 1.207 -0.525 2.060
H -1.187 0.513 1.163
H -1.087 1.039 -0.400
H -1.126 -0.298 -2.191
H -2.098 -1.751 -2.128
*
```

LUMO level ... 0.8 eV
Molar mass ... 103.12 g mol⁻¹
Energy relative to the best compared isomer or geometry (same formula, charge and spin) ... 30.6 kcal/mol
Calculated total energy ... -9878.732 eV
Structure (SMILES) ... C[C@@H](O)CC(N)=O


[3]
This record from OMol25 describes the molecule C7H10O2. The level of theory is ωB97M-V/def2-TZVPD.

The geometry in ORCA input format:
```
! RIJCOSX wB97M-V def2-TZVPD def2/J DEFGRID3
* xyz 0 1
C 2.327 1.222 0.239
C 2.778 0.009 -0.045
C 0.288 0.234 -0.005
C -1.370 -0.522 1.168
C -1.875 -0.224 -1.263
C 2.828 -1.233 -0.532
C -1.197 0.409 -0.068
O 0.908 1.372 0.508
O -1.745 1.636 0.191
H 2.690 2.144 0.619
H -1.254 -0.064 2.148
H -0.681 -1.372 1.031
H -2.449 -0.862 1.065
H -1.937 0.492 -2.022
H -2.823 -0.577 -0.971
H -1.238 -1.109 -1.640
H 2.943 -2.030 0.158
H 2.985 -1.507 -1.530
H -1.177 1.982 0.949
*
```

LUMO level ... 0.7 eV
Molar mass ... 126.15 g mol⁻¹
Energy relative to the best compared isomer or geometry (same formula, charge and spin) ... 141.9 kcal/mol
Calculated total energy ... -11509.702 eV


[4]
This record from OMol25 describes a cluster of 4 separate species, C42H87BN5O6P in total. The level of theory is ωB97M-V/def2-TZVPD.

The geometry in ORCA input format:
```
! RIJCOSX wB97M-V def2-TZVPD def2/J DEFGRID3
* xyz 1 4
C 3.888 -1.935 3.917
B 3.969 -0.637 4.924
O 4.179 -0.933 6.381
N 3.808 0.822 4.540
C 2.484 1.526 4.900
C 2.283 2.932 4.017
C 0.694 3.033 3.512
C -0.237 3.931 4.552
C -1.460 4.687 3.721
C -2.965 4.285 4.248
C -3.143 2.657 4.135
C -4.606 2.211 3.461
C -4.416 1.458 2.015
C -5.420 0.137 1.819
O -5.291 -0.859 2.893
C -6.471 -0.899 3.770
C -6.168 -0.905 5.413
O -7.748 -0.975 3.389
C 3.331 2.596 2.802
P 4.918 3.642 2.589
N 5.678 3.058 1.259
C 3.951 1.094 3.056
H 4.858 -2.589 4.095
H 3.831 -1.679 2.776
H 2.886 -2.516 4.176
H 3.420 -1.569 6.589
H 4.547 1.314 5.126
H 2.165 1.554 6.030
H 1.708 0.727 4.471
H 2.576 3.944 4.529
H 0.197 1.981 3.386
H 0.716 3.644 2.499
H -0.678 3.274 5.439
H 0.474 4.782 4.957
H -1.263 5.859 3.821
H -1.318 4.432 2.586
H -3.057 4.614 5.387
H -3.770 4.899 3.623
H -2.261 2.262 3.464
H -3.099 2.232 5.242
H -5.118 1.503 4.240
H -5.257 3.191 3.350
H -4.708 2.213 1.146
H -3.291 1.134 1.908
H -6.529 0.476 1.595
H -5.020 -0.393 0.826
H -6.832 -1.688 5.988
H -5.022 -1.143 5.556
H -6.384 0.202 5.775
H 2.851 2.542 1.734
H 5.822 3.366 3.709
H 4.684 5.056 2.404
H 5.113 2.296 0.812
H 3.302 0.406 2.328
H 5.127 0.987 2.913
C -6.525 -6.316 -1.082
C -5.725 -5.048 -1.492
C -5.467 -4.161 -0.246
C -6.689 -3.375 0.219
C -7.311 -2.595 -0.932
C -7.630 -3.482 -2.164
N -6.463 -4.327 -2.584
O -5.543 -3.486 -3.237
C -8.855 -4.383 -1.850
C -8.148 -2.559 -3.315
C -4.345 -5.618 -1.964
H -7.052 -6.751 -1.940
H -5.868 -7.104 -0.693
H -7.250 -6.127 -0.287
H -4.664 -3.440 -0.464
H -5.101 -4.776 0.587
H -7.426 -4.049 0.668
H -6.393 -2.679 1.012
H -8.222 -2.099 -0.576
H -6.621 -1.789 -1.219
H -9.044 -5.092 -2.665
H -9.764 -3.781 -1.728
H -8.761 -4.948 -0.924
H -7.434 -1.772 -3.581
H -9.072 -2.045 -3.021
H -8.370 -3.141 -4.218
H -4.459 -6.248 -2.854
H -3.885 -6.232 -1.180
H -3.619 -4.829 -2.191
C 9.419 3.960 -2.133
C 8.000 3.344 -2.285
C 7.878 2.077 -1.397
C 8.591 0.853 -1.963
C 8.178 0.595 -3.406
C 8.352 1.837 -4.318
N 7.729 3.072 -3.736
O 6.335 2.960 -3.896
C 9.863 2.076 -4.584
C 7.788 1.490 -5.735
C 7.055 4.438 -1.683
H 9.677 4.587 -2.995
H 9.491 4.607 -1.250
H 10.201 3.209 -2.003
H 6.816 1.818 -1.264
H 8.266 2.281 -0.391
H 9.677 0.978 -1.891
H 8.347 -0.024 -1.352
H 8.759 -0.249 -3.798
H 7.129 0.268 -3.414
H 10.023 3.005 -5.145
H 10.290 1.261 -5.181
H 10.468 2.116 -3.681
H 6.739 1.175 -5.708
H 8.343 0.659 -6.187
H 7.872 2.348 -6.414
H 7.088 5.360 -2.276
H 7.351 4.693 -0.658
H 6.013 4.106 -1.620
C -2.250 -0.437 -3.949
C -2.238 -0.863 -2.454
C -1.625 0.268 -1.587
C -0.106 0.370 -1.686
C 0.553 -0.981 -1.431
C -0.010 -2.109 -2.334
N -1.510 -2.170 -2.316
O -1.896 -2.746 -1.092
C 0.498 -1.912 -3.788
C 0.650 -3.460 -1.903
C -3.756 -0.972 -2.088
H -2.298 -1.309 -4.613
H -3.124 0.182 -4.189
H -1.384 0.167 -4.229
H -1.885 0.108 -0.530
H -2.064 1.236 -1.863
H 0.187 0.760 -2.666
H 0.258 1.097 -0.950
H 1.635 -0.883 -1.577
H 0.412 -1.242 -0.373
H 0.039 -2.637 -4.469
H 1.585 -2.056 -3.847
H 0.322 -0.913 -4.184
H 0.486 -3.693 -0.845
H 1.739 -3.428 -2.042
H 0.269 -4.295 -2.503
H -4.247 -1.767 -2.663
H -4.281 -0.034 -2.306
H -3.920 -1.166 -1.022
*
```

LUMO level (spin up / spin down) ... -3.7 / -3.7 eV
Molar mass ... 799.97 g mol⁻¹
Calculated total energy ... -74645.382 eV


What did the first record say?
This record from OMol25 describes a structure of composition C26H29InN4O6S. The level of theory is ωB97M-V/def2-TZVPD.

The geometry in ORCA input format:
```
! RIJCOSX wB97M-V def2-TZVPD def2/J DEFGRID3
* xyz 2 1
In 0.449 0.366 -0.285
O -0.830 -1.766 6.527
C -0.838 -0.363 6.343
C -0.582 -0.104 4.884
C 0.184 0.969 4.456
C 0.372 1.144 3.099
N -0.148 0.330 2.177
C -0.902 -0.706 2.582
C -1.129 -0.947 3.924
C -1.518 -1.567 1.514
C -2.306 -2.657 1.828
C -2.919 -3.384 0.813
C -3.814 -4.549 1.172
O -3.288 -5.301 2.247
C -2.700 -2.999 -0.499
C -1.884 -1.910 -0.745
N -1.305 -1.206 0.232
H -1.023 -1.968 7.449
H -0.082 0.141 6.947
H -1.813 0.065 6.602
H 0.634 1.655 5.161
H 0.965 1.975 2.730
H -1.718 -1.792 4.250
H -2.461 -2.969 2.852
H -4.014 -5.159 0.290
H -4.771 -4.153 1.515
H -2.680 -5.966 1.909
H -3.153 -3.535 -1.323
H -1.680 -1.591 -1.760
O 0.244 0.879 -3.535
C -0.948 1.670 -3.603
C -0.681 3.146 -3.394
C -0.119 3.504 -2.007
C -1.163 3.365 -0.935
C -2.077 4.388 -0.707
C -3.108 4.203 0.194
C -3.214 2.987 0.854
C -2.259 2.027 0.602
N -1.243 2.205 -0.264
H 0.823 1.153 -4.255
H -1.599 1.284 -2.816
H -1.453 1.508 -4.557
H -1.620 3.687 -3.550
H 0.016 3.497 -4.161
H 0.235 4.535 -2.033
H 0.731 2.860 -1.774
H -1.977 5.320 -1.249
H -3.826 4.994 0.375
H -4.016 2.791 1.553
H -2.293 1.073 1.109
N 4.182 0.194 0.140
C 4.456 -0.279 -1.050
C 4.792 0.633 -2.112
C 4.990 0.169 -3.352
C 4.762 -1.238 -3.619
C 4.552 -2.173 -2.531
C 4.364 -1.696 -1.294
S 3.694 -1.529 -5.075
O 5.233 -1.791 -4.945
O 3.370 -0.378 -5.839
O 2.902 -2.704 -5.044
H 4.339 1.169 0.348
H 4.057 -0.426 0.927
H 4.887 1.691 -1.899
H 5.266 0.824 -4.170
H 4.505 -3.233 -2.748
H 4.148 -2.367 -0.472
*
```

LUMO level ... -7.4 eV
Molar mass ... 640.43 g mol⁻¹
Energy relative to the best compared isomer or geometry (same formula, charge and spin) ... 10.5 kcal/mol
Calculated total energy ... -61671.491 eV